Entry 1:
{
  "formula": "C5H14N2O",
  "method": "wB97M-V/def2-TZVPD",
  "species": ["C", "N", "C", "O", "C", "C", "C", "N", "H", "H", "H", "H", "H", "H", "H", "H", "H", "H", "H", "H", "H", "H"],
  "positions_angstrom": [[0.29, -0.71, -0.48], [1.59, -0.31, 0.02], [2.35, 0.24, -1.13], [3.60, 0.72, -0.76], [-0.80, 0.29, -0.39], [-0.99, 0.83, 1.12], [-1.66, -0.24, 1.95], [-2.08, 0.02, -1.03], [-0.05, -1.47, 0.32], [0.29, -1.30, -1.41], [2.14, -1.17, 0.07], [1.68, 0.95, -1.68], [2.52, -0.57, -1.87], [3.46, 1.20, 0.07], [-0.49, 1.24, -0.82], [-1.79, 1.56, 0.86], [-0.19, 1.42, 1.52], [-2.54, -0.50, 1.37], [-2.09, 0.09, 2.92], [-1.09, -1.15, 2.13], [-1.82, -0.18, -2.00], [-2.31, -0.96, -0.78]],
  "charge": 0,
  "orbital_gap_ev": 10.84,
  "smiles": "CC[C@H](N)CNCO",
  "lumo_ev": 0.9
}

***

Entry 2:
{
  "formula": "Cl3H8NaO16",
  "method": "wB97M-V/def2-TZVPD",
  "species": ["Na", "Cl", "O", "O", "O", "O", "Cl", "O", "O", "O", "O", "Cl", "O", "O", "O", "O", "O", "H", "H", "O", "H", "H", "O", "H", "H", "O", "H", "H"],
  "positions_angstrom": [[-0.18, -0.50, -0.57], [-2.36, 3.08, -1.06], [-3.77, 3.28, -1.50], [-1.84, 1.75, -1.46], [-1.63, 4.19, -1.60], [-2.27, 3.21, 0.33], [-0.79, -3.31, 2.73], [-0.90, -4.72, 2.44], [-0.51, -2.60, 1.52], [-2.07, -2.90, 3.25], [0.32, -3.08, 3.64], [2.18, 2.82, -0.36], [3.41, 2.37, 0.03], [2.37, 3.99, -1.22], [1.52, 1.83, -1.16], [1.51, 3.06, 0.88], [-2.02, -0.02, 1.33], [-2.64, 0.18, 0.63], [-2.45, -0.72, 1.83], [2.48, -0.44, 0.76], [2.93, 0.34, 0.43], [3.10, -0.83, 1.38], [1.43, -2.52, -1.09], [2.23, -2.17, -0.70], [1.16, -3.22, -0.50], [-0.26, -0.86, -2.99], [-0.10, -1.75, -3.31], [-0.85, -0.48, -3.64]],
  "charge": -1,
  "orbital_gap_ev": [8.27, 2.91],
  "spin_multiplicity": 2,
  "lumo_ev": [1.6, -3.7]
}

***

Entry 3:
{
  "formula": "C44H82O22",
  "method": "wB97M-V/def2-TZVPD",
  "species": ["O", "C", "O", "C", "C", "C", "H", "H", "H", "H", "H", "H", "H", "H", "O", "C", "O", "C", "C", "C", "H", "H", "H", "H", "H", "H", "H", "H", "O", "C", "O", "C", "C", "C", "H", "H", "H", "H", "H", "H", "H", "H", "O", "C", "O", "C", "C", "C", "H", "H", "H", "H", "H", "H", "H", "H", "O", "C", "O", "C", "C", "C", "H", "H", "H", "H", "H", "H", "H", "H", "O", "C", "O", "C", "C", "C", "H", "H", "H", "H", "H", "H", "H", "H", "O", "C", "O", "C", "C", "C", "H", "H", "H", "H", "H", "H", "H", "H", "O", "C", "O", "C", "C", "C", "H", "H", "H", "H", "H", "H", "H", "H", "O", "C", "O", "C", "C", "C", "H", "H", "H", "H", "H", "H", "O", "C", "O", "C", "C", "C", "H", "H", "H", "H", "H", "H", "O", "C", "O", "C", "C", "C", "H", "H", "H", "H", "H", "H"],
  "positions_angstrom": [[-0.65, 1.46, 1.37], [-1.11, 0.35, 1.04], [-0.42, -0.65, 0.46], [0.84, -0.45, -0.09], [0.76, 0.14, -1.56], [-2.46, -0.07, 1.56], [1.39, -1.38, -0.24], [1.47, 0.13, 0.58], [0.03, -0.46, -2.10], [1.66, 0.18, -2.17], [0.44, 1.18, -1.50], [-3.30, 0.45, 1.09], [-2.42, 0.04, 2.64], [-2.63, -1.13, 1.36], [0.09, -3.52, -4.62], [-0.07, -3.36, -3.42], [0.80, -3.69, -2.48], [2.14, -4.05, -2.75], [3.04, -3.98, -1.54], [-1.38, -2.81, -2.85], [2.46, -3.31, -3.49], [2.16, -5.04, -3.22], [2.92, -4.88, -0.93], [2.84, -3.16, -0.86], [4.06, -3.82, -1.90], [-1.85, -1.98, -3.38], [-1.31, -2.62, -1.78], [-2.15, -3.56, -3.07], [2.77, 4.26, -3.17], [1.98, 3.80, -3.98], [2.29, 3.30, -5.15], [3.65, 3.27, -5.56], [3.77, 2.32, -6.71], [0.51, 3.82, -3.66], [4.37, 3.18, -4.75], [3.90, 4.29, -5.86], [4.74, 2.28, -7.21], [3.04, 2.51, -7.50], [3.67, 1.27, -6.44], [0.04, 3.40, -4.54], [0.22, 4.86, -3.52], [0.21, 3.31, -2.74], [-5.46, 2.74, 1.42], [-6.49, 2.04, 1.58], [-6.98, 1.12, 0.81], [-6.39, 0.83, -0.44], [-7.18, 1.50, -1.59], [-7.36, 2.41, 2.69], [-6.36, -0.25, -0.58], [-5.37, 1.20, -0.48], [-8.21, 1.17, -1.45], [-6.79, 1.39, -2.61], [-7.20, 2.57, -1.39], [-7.67, 3.42, 2.44], [-6.75, 2.34, 3.59], [-8.15, 1.66, 2.76], [-4.48, 3.25, -2.59], [-3.42, 2.65, -2.74], [-2.63, 2.70, -3.79], [-3.04, 3.51, -4.93], [-4.37, 2.99, -5.52], [-2.88, 1.86, -1.57], [-2.23, 3.29, -5.63], [-3.11, 4.58, -4.71], [-5.21, 3.17, -4.86], [-4.37, 1.93, -5.78], [-4.52, 3.56, -6.44], [-1.80, 1.80, -1.45], [-3.10, 0.80, -1.73], [-3.23, 2.16, -0.58], [5.86, 3.83, -0.89], [5.85, 3.06, 0.13], [4.78, 2.72, 0.87], [3.54, 3.38, 0.53], [2.47, 3.06, 1.57], [7.13, 2.48, 0.65], [3.26, 2.89, -0.40], [3.65, 4.46, 0.40], [1.58, 3.67, 1.46], [2.90, 3.22, 2.56], [2.14, 2.03, 1.70], [7.91, 2.63, -0.09], [7.02, 1.48, 1.07], [7.49, 3.12, 1.46], [-3.64, 1.70, 6.09], [-4.81, 1.37, 6.12], [-5.36, 0.51, 5.20], [-4.48, -0.29, 4.37], [-5.27, -1.23, 3.42], [-5.71, 1.82, 7.18], [-3.85, -0.88, 5.04], [-3.82, 0.39, 3.83], [-5.75, -0.61, 2.67], [-5.96, -1.91, 3.91], [-4.54, -1.70, 2.76], [-5.18, 1.85, 8.13], [-6.57, 1.15, 7.25], [-6.11, 2.81, 6.97], [1.09, -6.74, -0.15], [0.02, -6.34, -0.61], [-0.67, -5.34, -0.12], [-0.11, -4.57, 0.97], [-1.24, -3.83, 1.61], [-0.68, -6.97, -1.82], [0.73, -3.94, 0.66], [0.26, -5.25, 1.74], [-1.80, -3.19, 0.93], [-0.84, -3.26, 2.45], [-2.04, -4.46, 1.99], [-0.30, -7.98, -1.91], [-0.41, -6.50, -2.76], [-1.76, -6.90, -1.68], [7.56, -0.48, -3.95], [6.46, -0.25, -3.51], [5.36, -0.27, -4.27], [4.12, -0.23, -3.55], [4.52, -0.05, -2.07], [6.01, -0.34, -2.06], [3.56, -1.15, -3.73], [3.48, 0.63, -3.76], [3.91, -0.70, -1.45], [4.24, 0.97, -1.82], [6.31, -1.30, -1.64], [6.48, 0.40, -1.42], [-1.49, -1.36, 5.71], [-0.65, -0.63, 5.16], [0.46, -1.19, 4.61], [1.22, -0.23, 3.90], [0.71, 1.09, 4.47], [-0.68, 0.86, 5.07], [0.96, -0.40, 2.86], [2.29, -0.27, 4.10], [0.67, 1.96, 3.80], [1.41, 1.52, 5.18], [-1.47, 1.14, 4.38], [-0.74, 1.27, 6.08], [3.20, -1.74, 1.32], [3.79, -2.04, 2.33], [4.60, -1.24, 2.96], [5.17, -1.91, 4.09], [4.09, -2.95, 4.48], [3.64, -3.35, 3.10], [5.46, -1.30, 4.95], [6.11, -2.38, 3.81], [3.21, -2.52, 4.96], [4.58, -3.75, 5.04], [2.61, -3.72, 3.16], [4.29, -4.10, 2.67]],
  "charge": 0,
  "orbital_gap_ev": 10.40,
  "smiles": "CCOC(C)=O.CCOC(C)=O.CCOC(C)=O.CCOC(C)=O.CCOC(C)=O.CCOC(C)=O.CCOC(C)=O.CCOC(C)=O.O=C1CCCO1.O=C1CCCO1.O=C1CCCO1",
  "lumo_ev": 0.3
}

***

Entry 4:
{
  "formula": "C4H6",
  "method": "wB97M-V/def2-TZVPD",
  "species": ["C", "C", "C", "C", "H", "H", "H", "H", "H", "H"],
  "positions_angstrom": [[-1.81, -0.47, -0.13], [-1.54, 0.69, -0.10], [1.65, -0.03, -0.24], [0.50, -0.12, 0.38], [-2.11, -1.40, 0.12], [-1.06, 1.63, -0.34], [1.77, -0.41, -1.26], [2.52, 0.42, 0.21], [-0.36, -0.53, -0.08], [0.43, 0.22, 1.45]],
  "charge": 0,
  "orbital_gap_ev": 9.80,
  "smiles": "C#C.C=C",
  "lumo_ev": 1.1
}

***

Entry 5:
{
  "formula": "C6H6Cl2",
  "method": "wB97M-V/def2-TZVPD",
  "species": ["C", "C", "C", "C", "C", "C", "Cl", "Cl", "H", "H", "H", "H", "H", "H"],
  "positions_angstrom": [[-1.02, 2.62, -0.53], [-0.33, 1.69, -0.51], [0.88, 0.00, 1.25], [0.49, 0.21, -0.19], [1.93, 0.25, 0.25], [-0.15, -0.86, -0.95], [2.90, -1.15, -0.33], [3.06, 1.50, 0.16], [-1.59, 3.37, -1.01], [0.86, 0.66, 2.12], [0.96, -1.00, 1.67], [-1.22, -0.60, -0.83], [0.21, -1.88, -0.54], [0.13, -1.02, -2.04]],
  "charge": 0,
  "orbital_gap_ev": 11.05,
  "lumo_ev": 0.8
}

***

Entry 6:
{
  "formula": "C26H15AsF6N4O4S5W",
  "method": "wB97M-V/def2-TZVPD",
  "species": ["W", "O", "C", "O", "C", "C", "C", "C", "C", "N", "C", "O", "O", "H", "H", "H", "H", "H", "S", "C", "S", "C", "C", "S", "S", "S", "N", "C", "C", "C", "C", "C", "C", "C", "C", "C", "C", "C", "C", "N", "C", "C", "C", "C", "N", "H", "H", "H", "H", "H", "H", "H", "H", "H", "H", "F", "As", "F", "F", "F", "F", "F"],
  "positions_angstrom": [[-1.09, 0.56, -0.03], [-0.16, 3.82, 2.62], [-0.79, 2.97, 1.82], [-0.13, 2.21, 1.00], [-2.20, 2.83, 1.79], [-3.18, 3.57, 2.47], [-4.51, 3.32, 2.17], [-4.86, 2.36, 1.23], [-3.85, 1.61, 0.60], [-2.51, 1.84, 0.89], [-3.95, 0.59, -0.37], [-5.03, 0.18, -1.01], [-2.81, 0.03, -0.71], [0.80, 3.77, 2.48], [-2.88, 4.32, 3.18], [-5.28, 3.88, 2.67], [-5.90, 2.17, 1.01], [-5.85, 0.58, -0.69], [-2.02, 0.90, -7.60], [-1.83, 0.81, -5.98], [-2.13, 2.16, -4.91], [-1.68, 1.36, -3.43], [-1.28, 0.04, -3.54], [-0.77, -0.98, -2.27], [-1.29, -0.63, -5.15], [-1.82, 2.29, -1.99], [8.18, -3.92, -0.42], [7.11, -3.52, -0.34], [5.80, -2.99, -0.23], [4.86, -3.18, -1.25], [3.63, -2.56, -1.17], [3.31, -1.76, -0.07], [4.25, -1.59, 0.95], [5.48, -2.20, 0.87], [2.04, -1.01, -0.01], [1.26, -1.10, 1.16], [1.60, -1.78, 2.36], [0.80, -1.25, 3.35], [-0.04, -0.31, 2.74], [0.18, -0.24, 1.41], [1.87, 0.01, -0.96], [2.85, 0.47, -1.87], [2.44, 1.70, -2.34], [1.22, 1.96, -1.72], [0.83, 0.95, -0.91], [5.11, -3.81, -2.09], [2.91, -2.70, -1.96], [4.02, -0.95, 1.78], [6.21, -2.05, 1.66], [2.32, -2.56, 2.47], [0.80, -1.51, 4.39], [-0.78, 0.31, 3.23], [3.76, -0.04, -2.11], [2.96, 2.35, -3.01], [0.64, 2.87, -1.82], [-1.31, -2.02, 0.21], [-2.74, -2.42, 1.40], [-2.75, -4.10, 1.07], [-1.55, -2.67, 2.62], [-4.01, -2.29, 2.56], [-2.46, -0.53, 1.69], [-3.83, -2.11, 0.12]],
  "charge": 1,
  "orbital_gap_ev": [4.95, 5.16],
  "spin_multiplicity": 2,
  "lumo_ev": [-5.5, -5.5]
}

***

Entry 7:
{
  "formula": "C35H34ClIrNOSi2",
  "method": "wB97M-V/def2-TZVPD",
  "species": ["C", "C", "C", "H", "C", "C", "H", "H", "H", "H", "Ir", "Si", "C", "C", "H", "C", "H", "C", "H", "C", "H", "C", "H", "C", "C", "H", "C", "H", "C", "H", "C", "H", "C", "H", "H", "Si", "C", "C", "H", "C", "H", "C", "H", "C", "H", "C", "H", "C", "C", "H", "C", "H", "C", "H", "C", "H", "C", "H", "H", "Cl", "O", "C", "C", "C", "C", "C", "C", "N", "H", "H", "H", "H", "H", "H", "H"],
  "positions_angstrom": [[-2.04, 0.04, 4.09], [-2.76, 0.13, 2.87], [-2.22, -0.85, 1.96], [-3.61, 0.78, 2.67], [-1.10, -1.48, 2.64], [-1.05, -0.96, 3.97], [-0.36, -1.28, 4.75], [-2.23, 0.64, 4.98], [-2.61, -1.13, 1.00], [-0.46, -2.24, 2.22], [-0.71, 0.61, 2.15], [3.07, -2.05, 0.25], [-1.02, 1.99, 0.79], [0.11, 2.66, 0.33], [1.09, 2.36, 0.70], [-0.06, 3.68, -0.60], [0.83, 4.20, -0.98], [-1.33, 4.03, -1.04], [-1.45, 4.82, -1.78], [-2.45, 3.35, -0.57], [-3.45, 3.62, -0.93], [-2.31, 2.32, 0.36], [-3.17, 1.77, 0.74], [1.29, -2.43, -0.02], [0.23, -1.43, -0.32], [0.11, -0.62, 0.44], [-1.01, -1.92, -0.94], [-1.87, -1.25, -1.14], [-1.28, -3.32, -0.83], [-2.27, -3.67, -1.14], [-0.38, -4.18, -0.24], [-0.65, -5.22, -0.08], [0.90, -3.75, 0.16], [1.60, -4.47, 0.60], [0.60, 0.03, 1.37], [0.28, -0.87, -2.03], [0.59, -2.06, -3.48], [-0.08, -1.95, -4.71], [-0.71, -1.08, -4.91], [0.04, -2.95, -5.68], [-0.52, -2.87, -6.61], [0.87, -4.06, -5.46], [0.95, -4.85, -6.20], [1.60, -4.13, -4.27], [2.27, -4.96, -4.09], [1.48, -3.12, -3.30], [2.10, -3.16, -2.40], [-0.16, 0.76, -2.85], [-1.51, 1.02, -3.14], [-2.30, 0.36, -2.78], [-1.86, 2.13, -3.93], [-2.92, 2.32, -4.15], [-0.88, 3.00, -4.41], [-1.16, 3.87, -5.02], [0.46, 2.74, -4.12], [1.23, 3.43, -4.49], [0.82, 1.63, -3.36], [1.88, 1.41, -3.16], [3.41, -2.26, 1.64], [4.35, -3.25, -0.83], [-1.00, 2.52, 3.58], [0.23, 3.13, 4.02], [1.21, 2.01, 4.20], [2.17, 2.09, 5.20], [3.03, 1.02, 5.41], [2.91, -0.10, 4.59], [1.92, -0.13, 3.61], [1.04, 0.89, 3.45], [-1.69, 3.19, 3.40], [0.03, 3.62, 4.98], [0.60, 3.84, 3.26], [2.17, 3.01, 5.79], [3.79, 1.05, 6.19], [3.55, -0.98, 4.69], [1.82, -1.00, 2.95]],
  "charge": 2,
  "orbital_gap_ev": [5.00, 3.57],
  "spin_multiplicity": 6,
  "lumo_ev": [-5.4, -9.7]
}

***

no.,total energy (Ha)
1,-383.60429
2,-2750.77328
3,-3381.05559
4,-155.77807
5,-1152.44332
6,-6412.64218
7,-2626.74789